[1]
# C3H7BNO2S

A gas-phase ion, C3H7BNO2S (charge +1) in a non-equilibrium geometry (wB97M-V/def2-TZVPD, the Open Molecules 2025 dataset).

Element x y z (Å)
O -1.071 -1.283 1.029
B -0.563 -0.085 1.350
O -0.311 0.567 2.422
C -0.479 1.009 -0.162
N -0.494 -0.034 -1.328
C 0.872 -0.431 -1.483
C 1.780 0.319 -0.824
S 1.255 1.670 0.046
H -1.159 -1.930 1.739
H -0.178 0.141 3.331
H -1.254 1.698 -0.085
H -1.051 0.359 -2.212
H -1.156 -0.792 -1.102
H 0.922 -1.368 -1.968
H 2.887 0.160 -0.752

LUMO in eV: -3.3
M in g mol⁻¹: 131.97
Max |F| in eV/A: 5.41
HOMO-LUMO gap in eV: 9.323
Structure (SMILES): OB(O)[C@@H]1[NH2+]C=CS1
Calculated total energy in Ha: -746.57645
ΔE to the lowest compared entry with this formula, charge and spin in kcal/mol: 41.02
Charge: +1

Löwdin population analysis, charges in e, atoms 1 to 2: O 0.199; B -0.680

[2]
# C3H7BO

A single C3H7BO molecule in a non-equilibrium geometry (wB97M-V/def2-TZVPD, the Open Molecules 2025 dataset).

Element x y z (Å)
B -0.288 -0.710 1.504
C -1.517 -0.518 -0.885
C 1.154 0.018 -0.566
C -0.161 0.212 0.199
O -1.206 -1.184 -1.815
H -1.215 -0.856 2.324
H 0.711 -1.144 1.871
H -2.508 -0.137 -0.619
H 1.098 0.923 -1.357
H 2.019 0.159 0.044
H 1.259 -1.035 -0.892
H -0.532 1.128 0.498

LUMO (alpha / beta) in eV: 0.3 / -2.6
M in g mol⁻¹: 69.90
Max |F| in eV/A: 4.66
Multiplicity: 3
HOMO-LUMO gap (alpha / beta) in eV: 6.280 / 8.600
Calculated total energy in Ha: -218.36343
ΔE to the lowest compared entry with this formula, charge and spin in kcal/mol: 41.75
Charge: 0

Löwdin population analysis, charges in e, atoms 1 to 2: B -0.006; C -0.218

[3]
# C3H7BO2

A single C3H7BO2 molecule in a non-equilibrium geometry (wB97M-V/def2-TZVPD, the Open Molecules 2025 dataset).

Element x y z (Å)
C -2.147 -0.762 0.076
C -1.709 0.476 -0.039
B -0.136 0.648 -0.017
O 0.428 1.822 0.035
O 0.671 -0.715 -0.009
C 2.129 -0.626 0.000
H -3.265 -1.005 0.002
H -1.504 -1.639 0.077
H -2.524 1.192 -0.084
H -0.192 2.579 -0.231
H 2.570 -1.402 0.562
H 2.556 0.361 0.482
H 2.613 -0.800 -0.999

LUMO in eV: 0.5
M in g mol⁻¹: 85.90
Max |F| in eV/A: 4.90
HOMO-LUMO gap in eV: 10.437
Structure (SMILES): C=CB(O)OC
Calculated total energy in Ha: -293.86224
ΔE to the lowest compared entry with this formula, charge and spin in kcal/mol: 27.63
Charge: 0

Löwdin population analysis, charges in e, atoms 1 to 2: C -0.013; C -0.062

[4]
# C3H7BO3S

2 unconnected molecules or ions with the total composition C3H7BO3S in a non-equilibrium geometry (wB97M-V/def2-TZVPD, the Open Molecules 2025 dataset).

Element x y z (Å)
C -0.417 -2.296 -0.801
C -1.209 -1.885 0.192
C -1.949 -0.666 0.121
S -2.849 -0.083 1.345
H 0.157 -3.206 -0.740
H -0.316 -1.715 -1.704
H -1.307 -2.456 1.107
H -1.866 -0.086 -0.794
O 1.429 3.045 1.392
B 1.162 1.890 0.699
O 1.143 0.722 1.374
O 0.935 1.845 -0.639
H 1.469 3.857 0.886
H 1.313 0.825 2.310
H 0.927 2.684 -1.098

LUMO in eV: -0.5
M in g mol⁻¹: 133.97
Max |F| in eV/A: 1.19
HOMO-LUMO gap in eV: 8.042
Structure (SMILES): C=CC=S.OB(O)O
Calculated total energy in Ha: -767.37874
Charge: 0

Löwdin population analysis, charges in e, atoms 1 to 2: C 0.052; C -0.278

[5]
# C3H7Br2N2

A molecular structure, C3H7Br2N2 in a non-equilibrium geometry (wB97M-V/def2-TZVPD, the Open Molecules 2025 dataset).

Element x y z (Å)
C 0.981 0.107 -0.583
C 0.235 -0.345 0.702
C -1.214 -0.160 0.001
N 0.354 0.496 1.805
N 0.082 -0.331 -1.624
Br -1.794 1.610 -0.080
Br -2.617 -1.445 -0.002
H 1.043 1.153 -0.732
H 1.976 -0.285 -0.492
H 0.159 -1.442 1.075
H 0.917 1.315 1.615
H -0.370 0.426 2.532
H 0.062 0.228 -2.488
H 0.184 -1.326 -1.731

LUMO in eV: -5.4
M in g mol⁻¹: 230.91
Max |F| in eV/A: 2.66
HOMO-LUMO gap in eV: 8.343
Calculated total energy in Ha: -5375.70494
ΔE to the lowest compared entry with this formula, charge and spin in kcal/mol: 56.10
Charge: +1

Löwdin population analysis, charges in e, atoms 1 to 2: C -0.202; C -0.447

[6]
# C3H7Br2N2

A molecular structure, C3H7Br2N2 in a non-equilibrium geometry (wB97M-V/def2-TZVPD, the Open Molecules 2025 dataset).

Element x y z (Å)
C -0.458 0.115 0.874
C 0.408 -0.006 -1.836
C 0.981 -0.021 -0.403
N -1.379 -0.781 0.603
N -0.368 0.914 1.907
Br 2.086 1.471 -0.014
Br 1.892 -1.628 0.048
H 0.999 0.505 -2.584
H 0.192 -0.905 -2.388
H -0.515 0.460 -1.913
H -1.154 -1.586 -0.034
H -1.993 -1.131 1.295
H 0.470 1.440 1.996
H -1.162 1.154 2.447

LUMO in eV: -3.8
M in g mol⁻¹: 230.91
Max |F| in eV/A: 4.00
HOMO-LUMO gap in eV: 10.524
Calculated total energy in Ha: -5375.76260
ΔE to the lowest compared entry with this formula, charge and spin in kcal/mol: 19.92
Charge: +1

Löwdin population analysis, charges in e, atoms 1 to 2: C -0.290; C -0.186

[7]
# C3H7Br2O2P

A single C3H7Br2O2P molecule in a non-equilibrium geometry (wB97M-V/def2-TZVPD, the Open Molecules 2025 dataset).

Element x y z (Å)
C -2.182 0.024 -0.144
O -1.182 0.155 0.913
P 0.454 0.188 0.749
O 0.964 0.531 2.089
C 0.800 1.343 -0.635
Br 2.697 1.870 -0.513
C 1.002 -1.569 0.338
Br 2.573 -1.567 -0.778
H -2.933 0.555 0.258
H -2.527 -0.946 -0.220
H -1.694 0.356 -1.152
H 0.596 0.860 -1.509
H 0.077 2.332 -0.534
H 0.097 -2.077 -0.147
H 1.258 -2.056 1.286

LUMO in eV: 0.3
M in g mol⁻¹: 265.87
Max |F| in eV/A: 5.24
HOMO-LUMO gap in eV: 9.967
Structure (SMILES): COP(=O)(CBr)CBr
Calculated total energy in Ha: -5758.37038
ΔE to the lowest compared entry with this formula, charge and spin in kcal/mol: 41.75
Charge: 0

Löwdin population analysis, charges in e, atoms 1 to 2: C -0.063; O -0.295

[8]
# C3H7Br3Si

2 unconnected molecules or ions with the total composition C3H7Br3Si in a non-equilibrium geometry (wB97M-V/def2-TZVPD, the Open Molecules 2025 dataset).

Element x y z (Å)
C -0.460 1.015 0.104
C 1.164 -0.720 0.803
C 0.666 0.100 -0.319
Si 2.266 0.946 -1.012
Br -0.608 2.713 3.142
Br 3.947 -0.537 -1.457
Br 2.011 2.490 -2.566
H -1.199 0.626 0.733
H -0.168 1.854 0.740
H -1.003 1.466 -0.696
H 1.668 -0.021 1.461
H 1.626 -1.555 0.597
H 0.309 -1.073 1.260
H 0.256 -0.562 -1.133

LUMO (alpha / beta) in eV: -1.1 / -3.8
M in g mol⁻¹: 310.89
Max |F| in eV/A: 5.38
HOMO-LUMO gap (alpha / beta) in eV: 9.491 / 3.878
Calculated total energy in Ha: -8130.01438
ΔE to the lowest compared entry with this formula, charge and spin in kcal/mol: 103.54
Charge: 0

Löwdin population analysis, charges in e, atoms 1 to 2: C -0.166; C -0.173

[9]
# C3H7BrFP

2 unconnected molecules or ions with the total composition C3H7BrFP in a non-equilibrium geometry (wB97M-V/def2-TZVPD, the Open Molecules 2025 dataset).

Element x y z (Å)
C -0.671 -1.676 1.211
C -0.344 -1.639 -0.361
C -1.024 -0.441 -0.953
F 1.010 -1.427 -0.318
P 1.687 2.062 -1.191
Br -2.242 -0.635 -2.334
H -0.332 -0.604 1.544
H 0.094 -2.368 1.629
H -1.719 -2.066 1.629
H -0.502 -2.607 -0.804
H -1.188 0.540 -0.385
H 1.257 2.224 0.272
H 0.427 2.168 -1.745

LUMO (alpha / beta) in eV: -1.1 / -0.5
M in g mol⁻¹: 172.97
Max |F| in eV/A: 3.26
HOMO-LUMO gap (alpha / beta) in eV: 7.391 / 8.404
Calculated total energy in Ha: -3133.57517
ΔE to the lowest compared entry with this formula, charge and spin in kcal/mol: 72.63
Charge: 0

Löwdin population analysis, charges in e, atoms 1 to 2: C -0.060; C -0.499

[10]
# C3H7BrN3

A molecular structure, C3H7BrN3 in a non-equilibrium geometry (wB97M-V/def2-TZVPD, the Open Molecules 2025 dataset).

Element x y z (Å)
C -1.547 0.178 1.434
C 0.563 -0.238 -1.417
C -0.714 0.394 -0.889
N -1.541 -0.238 3.960
N -0.712 -0.226 3.148
N -0.648 0.404 0.561
Br -3.319 -0.150 1.194
H 1.435 0.337 -1.109
H 0.670 -1.260 -1.060
H 0.539 -0.258 -2.502
H -1.603 -0.160 -1.200
H -0.800 1.424 -1.250
H -1.438 -0.425 4.952
H 0.298 0.551 0.922

LUMO in eV: -4.6
M in g mol⁻¹: 165.01
Max |F| in eV/A: 2.13
HOMO-LUMO gap in eV: 9.083
Calculated total energy in Ha: -2856.42580
ΔE to the lowest compared entry with this formula, charge and spin in kcal/mol: 64.09
Charge: +1

Löwdin population analysis, charges in e, atoms 1 to 2: C -0.617; C -0.061

[11]
# C3H7BrSi

2 unconnected molecules or ions with the total composition C3H7BrSi in a non-equilibrium geometry (wB97M-V/def2-TZVPD, the Open Molecules 2025 dataset).

Element x y z (Å)
Si -2.534 1.689 -0.196
Br -3.198 -0.456 0.107
H -3.361 2.162 -1.457
H -2.883 2.463 1.091
H -0.962 1.567 -0.444
C 0.290 -1.784 0.125
C 1.411 -1.276 0.234
C 2.682 -0.687 0.175
H -0.620 -2.141 -0.209
H 2.821 -0.249 1.211
H 2.840 0.100 -0.643
H 3.515 -1.389 0.008

LUMO in eV: 0.7
M in g mol⁻¹: 151.08
Max |F| in eV/A: 5.76
HOMO-LUMO gap in eV: 10.362
Structure (SMILES): [SiH3]Br.C#CC
Calculated total energy in Ha: -2981.93360
ΔE to the lowest compared entry with this formula, charge and spin in kcal/mol: 36.71
Charge: 0

Löwdin population analysis, charges in e, atoms 1 to 2: Si 0.177; Br 0.137

[12]
# C3H7Cl2NO

3 unconnected molecules or ions with the total composition C3H7Cl2NO (wB97M-V/def2-TZVPD, the Open Molecules 2025 dataset).

Element x y z (Å)
H 2.195 0.834 0.684
N 1.749 -0.057 0.887
C 2.286 -1.092 0.489
Cl 3.781 -1.226 -0.420
H 1.845 -2.058 0.693
C -1.515 -0.927 -0.200
C -1.320 0.362 0.003
O -0.671 1.210 -0.843
H -1.155 -1.429 -1.083
H -2.043 -1.523 0.517
H -1.672 0.883 0.877
H -0.345 0.716 -1.608
Cl 1.648 3.131 -0.099
H 0.607 2.375 -0.265

LUMO in eV: 0.7
M in g mol⁻¹: 144.00
Max |F| in eV/A: 0.86
HOMO-LUMO gap in eV: 10.299
Structure (SMILES): [H]/N=C\Cl.C=CO.Cl
Calculated total energy in Ha: -1168.84701
ΔE to the lowest compared entry with this formula, charge and spin in kcal/mol: 36.12
Charge: 0

Löwdin population analysis, charges in e, atoms 1 to 2: H -0.021; N 0.055

[13]
# C3H7Cl2OP

A single C3H7Cl2OP molecule in a non-equilibrium geometry (wB97M-V/def2-TZVPD, the Open Molecules 2025 dataset).

Element x y z (Å)
C -1.142 0.127 0.010
C 0.174 0.744 0.332
C 1.286 -0.310 0.242
P 0.082 0.883 2.387
O -0.628 -0.108 3.174
Cl -0.774 2.731 2.616
Cl 1.990 1.178 2.935
H -1.117 -0.951 0.345
H -1.981 0.790 0.471
H -1.413 0.065 -1.068
H 0.461 1.762 -0.016
H 0.938 -1.203 0.866
H 2.281 0.191 0.368
H 1.303 -0.599 -0.857

LUMO in eV: 0.5
M in g mol⁻¹: 160.97
Max |F| in eV/A: 3.59
HOMO-LUMO gap in eV: 10.826
Structure (SMILES): CC(C)P(=O)(Cl)Cl
Calculated total energy in Ha: -1455.54178
ΔE to the lowest compared entry with this formula, charge and spin in kcal/mol: 0.00
Charge: 0

Löwdin population analysis, charges in e, atoms 1 to 2: C -0.167; C -0.486

[14]
# C3H7Cl2PS

2 unconnected molecules or ions with the total composition C3H7Cl2PS in a non-equilibrium geometry (wB97M-V/def2-TZVPD, the Open Molecules 2025 dataset).

Element x y z (Å)
S 1.564 -1.764 -2.348
P 0.650 -0.112 -1.458
Cl -1.182 -0.332 -2.244
Cl 1.501 1.429 -2.401
H 2.723 -1.458 -2.734
C -0.676 1.504 0.791
C -1.093 0.270 0.961
C -0.269 -0.698 1.734
H -1.378 2.130 0.200
H 0.185 2.015 1.128
H -1.990 -0.108 0.684
H -0.843 -1.435 2.394
H 0.488 -0.120 2.362
H 0.321 -1.321 0.929

LUMO in eV: 0.7
M in g mol⁻¹: 177.04
Max |F| in eV/A: 4.06
HOMO-LUMO gap in eV: 9.406
Structure (SMILES): SP(Cl)Cl.C=CC
Calculated total energy in Ha: -1778.41771
ΔE to the lowest compared entry with this formula, charge and spin in kcal/mol: 33.24
Charge: 0

Löwdin population analysis, charges in e, atoms 1 to 2: S 0.331; P -0.254

[15]
# C3H7ClFN

A single C3H7ClFN molecule in a non-equilibrium geometry (wB97M-V/def2-TZVPD, the Open Molecules 2025 dataset).

Element x y z (Å)
N 1.507 -0.041 0.776
C 0.582 0.817 0.119
C -0.798 0.188 0.202
C -0.857 -0.915 -0.812
F -1.858 -1.724 -0.385
Cl -1.134 -0.317 -2.400
H 1.335 -0.214 1.821
H 2.506 0.248 0.657
H 0.821 1.008 -0.870
H 0.503 1.801 0.644
H -1.134 -0.397 1.023
H -1.570 0.971 0.025
H 0.096 -1.424 -0.801

LUMO in eV: 1.0
M in g mol⁻¹: 111.55
Max |F| in eV/A: 4.52
HOMO-LUMO gap in eV: 10.360
Structure (SMILES): NCC[C@@H](F)Cl
Calculated total energy in Ha: -733.29706
ΔE to the lowest compared entry with this formula, charge and spin in kcal/mol: 17.77
Charge: 0

Löwdin population analysis, charges in e, atoms 1 to 2: N -0.033; C -0.324

[16]
# C3H7ClN2

2 unconnected molecules or ions with the total composition C3H7ClN2 in a non-equilibrium geometry (wB97M-V/def2-TZVPD, the Open Molecules 2025 dataset).

Element x y z (Å)
H -2.458 1.271 -0.922
N -1.560 1.433 -0.359
N -1.792 2.268 0.497
H -0.965 2.212 1.136
C 1.347 -1.043 -1.075
C 0.277 -1.054 0.074
C 0.239 -0.470 1.257
Cl 1.471 0.639 1.790
H 1.743 -0.044 -1.155
H 0.776 -1.313 -2.013
H 2.166 -1.702 -0.911
H -0.548 -1.697 -0.153
H -0.695 -0.497 1.833

LUMO in eV: 1.0
M in g mol⁻¹: 106.56
Max |F| in eV/A: 2.76
HOMO-LUMO gap in eV: 9.944
Structure (SMILES): [H]/N=N/[H].C/C=C\Cl
Calculated total energy in Ha: -688.11394
ΔE to the lowest compared entry with this formula, charge and spin in kcal/mol: 64.55
Charge: 0

Löwdin population analysis, charges in e, atoms 1 to 2: H 0.073; N -0.036

[17]
# C3H7ClN2

A single C3H7ClN2 molecule in a non-equilibrium geometry (wB97M-V/def2-TZVPD, the Open Molecules 2025 dataset).

Element x y z (Å)
C -1.871 0.793 -1.251
N -0.440 0.286 -1.123
N -0.258 -0.471 0.005
C 0.950 -0.239 0.420
C 1.374 -0.912 1.717
Cl 2.982 -1.593 1.589
H -2.147 1.601 -0.488
H -2.046 1.000 -2.378
H -2.624 -0.193 -1.163
H 0.557 0.918 -1.511
H 1.412 0.608 -0.263
H 0.570 -1.616 2.021
H 1.541 -0.183 2.429

LUMO in eV: 1.0
M in g mol⁻¹: 106.56
Max |F| in eV/A: 4.98
HOMO-LUMO gap in eV: 9.405
Structure (SMILES): CN/N=C/CCl
Calculated total energy in Ha: -688.07824
ΔE to the lowest compared entry with this formula, charge and spin in kcal/mol: 86.94
Charge: 0

Löwdin population analysis, charges in e, atoms 1 to 2: C -0.139; N -0.243